Record 1
# C3H7N3

The molecule C3H7N3 (wB97M-V/def2-TZVPD, the Open Molecules 2025 dataset).

Atoms and positions in Å:
H (-0.36915, -1.79193, -1.08647)
N (-1.33310, -1.44557, -0.82061)
C (-1.02588, -0.30970, -0.20852)
N (-1.92950, 0.48445, 0.48818)
N (0.14867, 0.27781, -0.47139)
C (1.49479, -0.35691, -0.33844)
C (1.15655, 0.81154, 0.48394)
H (-1.86877, 1.51980, 0.31538)
H (-2.79855, -0.05770, 0.54440)
H (1.52697, -1.35395, 0.25851)
H (2.32901, -0.21454, -1.05231)
H (1.58515, 1.79352, 0.34729)
H (1.08382, 0.64319, 1.54005)

The calculation puts the energy at -282.7081 a.u. Its structure (SMILES) is [H]/N=C(/N)N1CC1. The calculation puts the LUMO energy at 1.0 eV. For the molecular weight, the calculation gives 85.1 g/mol. The HOMO energy is -8.8 eV.

Results of the natural (NBO) charge analysis, in e, for atoms 1 through 5: H 0.3253; N -0.7425; C 0.5510; N -0.8432; N -0.4310

***

Record 2
# C3H7N3

The molecule C3H7N3 (wB97M-V/def2-TZVPD, the Open Molecules 2025 dataset).

Atoms and positions in Å:
N (0.01363, -1.80093, -0.91616)
C (0.04755, -0.36491, -1.19439)
C (-0.80129, 0.39603, -0.19468)
N (-0.61515, 1.94907, -0.09691)
C (-0.22502, 1.21680, 0.83635)
N (0.44932, 1.30117, 2.04863)
H (0.41174, -2.31173, -1.69809)
H (0.58162, -2.03093, -0.10553)
H (-0.37496, -0.21779, -2.19462)
H (1.06407, 0.06663, -1.20568)
H (-1.81173, 0.00304, -0.07196)
H (1.41369, 1.00832, 1.93821)
H (-0.01480, 0.75104, 2.75897)

The calculation puts the energy at -282.7023 a.u. Its structure (SMILES) is NC[C@@H]1N=C1N. The calculation puts the LUMO energy at 0.8 eV. For the molecular weight, the calculation gives 85.1 g/mol. The HOMO energy is -9.3 eV.

Results of the natural (NBO) charge analysis, in e, for atoms 1 through 5: N -0.8286; C -0.2429; C -0.1654; N -0.3115; C 0.3664